Entry 1:
{
  "formula": "C30H30MnN5O2",
  "method": "ωB97M-V/def2-TZVPD",
  "symbols": ["Mn", "C", "C", "C", "N", "C", "C", "C", "C", "C", "C", "C", "N", "C", "C", "C", "N", "C", "C", "C", "C", "C", "C", "C", "N", "C", "C", "H", "H", "H", "H", "H", "H", "H", "H", "H", "H", "H", "H", "H", "H", "H", "H", "H", "H", "H", "H", "H", "H", "H", "H", "H", "H", "O", "C", "N", "C", "O", "C", "C", "C", "C", "C", "C", "H", "H", "H", "H"],
  "positions_angstrom": [[-0.05930, 0.23507, -0.28890], [0.38085, 1.31747, 2.64075], [0.91633, 2.66855, 2.17211], [1.11905, 2.78403, 0.64998], [0.01290, 2.15494, -0.06775], [-1.14577, 2.81643, -0.26343], [-1.30502, 4.17043, 0.04913], [-2.39509, 5.01691, -0.08077], [-3.67384, 4.76090, -0.53862], [-4.15980, 3.53639, -0.96636], [-3.51514, 2.31770, -1.06985], [-2.18891, 1.95148, -0.80111], [-1.76688, 0.69359, -0.98483], [-2.55804, -0.26200, -1.75213], [-1.67840, -1.32415, -2.40846], [-0.39117, -0.75828, -2.98876], [0.54345, -0.38013, -1.93860], [1.87892, -0.40318, -2.09918], [2.43911, -0.49593, -3.37128], [3.76634, -0.62470, -3.77071], [4.90850, -0.73075, -3.01099], [4.97199, -0.70879, -1.61944], [3.98054, -0.52149, -0.68196], [2.59553, -0.29158, -0.83582], [1.79914, -0.02280, 0.19769], [2.36025, -0.02178, 1.54722], [1.37599, 0.15914, 2.69911], [-0.50175, 1.04247, 2.04270], [-0.04552, 1.43273, 3.64025], [1.86889, 2.89453, 2.65952], [0.21936, 3.44394, 2.49759], [2.03296, 2.28686, 0.33684], [1.23852, 3.82844, 0.35618], [-0.43126, 4.65437, 0.45875], [-2.20535, 6.03537, 0.23783], [-4.36846, 5.58982, -0.54193], [-5.20609, 3.51496, -1.24831], [-4.15464, 1.50434, -1.38080], [-3.07381, 0.28787, -2.54551], [-3.31615, -0.73038, -1.11773], [-2.25199, -1.78737, -3.21223], [-1.42391, -2.11409, -1.70428], [-0.59740, 0.09830, -3.64217], [0.08449, -1.53741, -3.59066], [1.73129, -0.45246, -4.18697], [3.90640, -0.66070, -4.84481], [5.84384, -0.85282, -3.53971], [5.96072, -0.84804, -1.19649], [4.32892, -0.54523, 0.33945], [3.13094, 0.75789, 1.60088], [2.87319, -0.97651, 1.70899], [2.00493, 0.28818, 3.58475], [0.82470, -0.76886, 2.86677], [1.09141, -2.88593, -0.26973], [0.14735, -2.65356, 0.44561], [-0.55648, -1.44603, 0.50265], [-1.58059, -1.52117, 1.45241], [-2.32316, -0.61125, 1.74360], [-1.53662, -2.89651, 2.03439], [-2.32878, -3.48881, 2.99762], [-2.02894, -4.80415, 3.33663], [-0.97720, -5.48857, 2.72691], [-0.18584, -4.87886, 1.75830], [-0.49310, -3.57285, 1.43433], [-3.14343, -2.95330, 3.46504], [-2.61993, -5.31133, 4.08716], [-0.77785, -6.51164, 3.01442], [0.62884, -5.39973, 1.27471]],
  "forces_ev_per_angstrom": [[0.0781, 0.1243, -0.2264], [-0.2239, -0.0179, -0.0288], [0.0878, 0.0401, 0.0135], [-0.0117, 0.0206, -0.1000], [-0.1670, -0.0352, 0.2512], [0.0617, 0.0043, 0.0348], [-0.0285, 0.0020, -0.0221], [0.0257, 0.0258, 0.0223], [0.0316, -0.0582, -0.0116], [-0.0208, -0.0402, -0.0032], [0.0165, 0.0391, -0.0080], [-0.0464, -0.0663, -0.0055], [0.0625, -0.0783, 0.0454], [0.0014, 0.1183, -0.0559], [-0.0477, -0.0374, 0.0331], [0.1524, -0.0636, -0.0824], [0.0196, 0.0473, 0.1189], [-0.0679, -0.0493, -0.0586], [0.1377, -0.0302, -0.0400], [-0.1209, 0.0210, -0.0373], [0.0119, -0.0013, 0.1582], [0.0351, -0.0256, -0.0875], [-0.1165, 0.0695, 0.0077], [0.1105, -0.0807, 0.0618], [-0.0712, -0.0844, -0.1010], [0.0912, 0.0124, -0.0450], [0.0607, -0.0163, 0.0630], [0.1195, 0.0259, 0.0439], [0.0935, 0.0183, 0.0030], [-0.0017, -0.0043, 0.0157], [-0.0415, -0.0073, -0.0304], [-0.0397, 0.0084, 0.0291], [0.0214, -0.0211, 0.0302], [0.0161, -0.0108, 0.0058], [-0.0221, 0.0102, -0.0064], [-0.0068, 0.0224, 0.0004], [-0.0030, 0.0227, 0.0051], [-0.0039, 0.0042, -0.0030], [0.0013, -0.0671, 0.0061], [0.0161, -0.0119, 0.0103], [0.0021, 0.0174, -0.0104], [-0.0117, -0.0069, -0.0346], [-0.0294, 0.0024, 0.0073], [-0.0649, 0.0088, 0.0170], [-0.0090, 0.0004, -0.0012], [0.0149, 0.0007, -0.0087], [0.0136, -0.0058, -0.0080], [0.0068, 0.0002, -0.0235], [0.0068, 0.0163, -0.0106], [-0.0455, 0.0129, 0.0382], [-0.0092, 0.0345, 0.0112], [-0.0146, -0.0170, -0.0091], [-0.0159, -0.0079, -0.0455], [-0.0290, -0.0030, -0.0167], [0.0367, -0.0182, 0.0806], [-0.0732, 0.2323, 0.0788], [0.0658, -0.1018, 0.0320], [-0.0002, 0.0078, -0.0481], [-0.1363, 0.0966, 0.0381], [0.0385, -0.0123, -0.0147], [0.0460, -0.0571, -0.0118], [-0.0336, 0.0452, 0.0188], [-0.0681, 0.0263, 0.0275], [0.0973, -0.0972, -0.1260], [-0.0078, 0.0187, -0.0012], [-0.0142, -0.0010, 0.0042], [0.0055, -0.0190, 0.0102], [0.0176, -0.0027, -0.0007]],
  "nbo_charge": [1.493, -0.398, -0.415, -0.229, -0.586, 0.208, -0.174, -0.147, -0.200, -0.127, -0.212, 0.219, -0.562, -0.237, -0.400, -0.238, -0.530, 0.292, -0.259, -0.124, -0.219, -0.115, -0.251, 0.231, -0.570, -0.239, -0.413, 0.203, 0.239, 0.221, 0.216, 0.214, 0.203, 0.218, 0.228, 0.233, 0.230, 0.230, 0.203, 0.227, 0.237, 0.223, 0.202, 0.225, 0.224, 0.227, 0.229, 0.226, 0.228, 0.199, 0.219, 0.226, 0.216, -0.561, 0.676, -0.735, 0.649, -0.569, -0.076, -0.174, -0.188, -0.185, -0.158, -0.147, 0.236, 0.227, 0.227, 0.237],
  "multiplicity": 4,
  "total_charge": 1,
  "homo_energy_ev": [-10.4, -10.7],
  "homo_lumo_gap_ha": [0.2095, 0.2628],
  "lumo_ev": [-4.699, -3.586]
}

=====

Entry 2:
{
  "formula": "C30H30N3Sr",
  "method": "ωB97M-V/def2-TZVPD",
  "symbols": ["Sr", "C", "C", "N", "C", "C", "C", "C", "C", "C", "C", "N", "C", "C", "C", "C", "C", "C", "C", "C", "N", "C", "H", "H", "H", "H", "H", "H", "H", "H", "H", "H", "H", "H", "C", "C", "C", "C", "C", "C", "C", "C", "C", "C", "C", "C", "H", "H", "H", "H", "H", "H", "H", "H", "H", "H", "H", "H", "H", "H", "H", "H", "H", "H"],
  "positions_angstrom": [[0.61990, -1.22048, -0.21475], [1.32624, 0.64482, -4.59626], [1.12861, -0.21097, -3.50825], [0.58581, 0.17287, -2.37304], [0.13388, 1.45262, -2.22225], [0.24725, 2.37095, -3.29831], [0.88935, 1.93524, -4.47630], [-0.34599, 3.64947, -3.21488], [-1.11905, 3.92303, -2.12495], [-1.22413, 3.02383, -1.04709], [-0.52077, 1.82754, -0.98595], [-0.47751, 0.93774, 0.06735], [-0.85541, 1.29074, 1.34739], [-1.01230, 2.57058, 1.86523], [-1.45439, 2.82527, 3.17791], [-1.74640, 1.81458, 4.04677], [-1.51059, 0.48735, 3.62258], [-1.69055, -0.60791, 4.49825], [-1.36808, -1.87908, 4.10524], [-0.84983, -2.04550, 2.81692], [-0.70638, -1.05338, 1.96212], [-1.03258, 0.22598, 2.31404], [1.79113, 0.27735, -5.50013], [1.43445, -1.25223, -3.57788], [0.99654, 2.63665, -5.29522], [-0.23884, 4.34624, -4.03599], [-1.66784, 4.85473, -2.06539], [-1.90557, 3.29708, -0.25707], [-0.77849, 3.43730, 1.26800], [-1.57335, 3.85776, 3.48253], [-2.12002, 2.00190, 5.04503], [-2.07769, -0.41425, 5.49146], [-1.48894, -2.73083, 4.75942], [-0.55075, -3.03397, 2.47590], [3.30358, -2.61489, 1.14411], [3.16921, -1.10541, 1.04303], [3.48868, -0.44832, -0.15861], [4.15538, -1.17035, -1.31033], [3.24873, 0.92713, -0.29525], [3.67109, 1.60300, -1.57694], [2.71285, 1.65448, 0.77552], [2.36432, 3.11444, 0.62216], [2.52402, 1.02545, 2.01385], [2.14874, 1.82278, 3.23933], [2.71271, -0.35714, 2.14227], [2.47122, -0.97938, 3.49786], [4.29746, -2.91778, 1.48092], [3.14507, -3.11092, 0.18406], [2.59274, -3.04243, 1.84947], [5.13871, -0.73465, -1.49716], [3.59587, -1.05866, -2.24352], [4.31551, -2.22788, -1.12588], [3.16560, 1.18263, -2.44891], [4.74320, 1.46219, -1.73290], [3.48616, 2.67096, -1.56615], [3.20710, 3.75888, 0.88815], [1.52861, 3.37405, 1.26672], [2.06434, 3.35417, -0.39498], [2.75720, 1.51546, 4.09004], [1.10252, 1.67720, 3.51875], [2.30819, 2.88712, 3.09309], [1.54004, -0.61853, 3.93678], [3.27733, -0.70369, 4.18197], [2.43290, -2.06400, 3.47922]],
  "forces_ev_per_angstrom": [[0.0233, 0.5646, 0.0966], [-0.0163, 0.0875, -0.0746], [0.0316, 0.0249, 0.0222], [-0.0010, -0.1913, 0.3936], [0.0792, -0.0134, -0.1408], [-0.0785, -0.0560, 0.0163], [0.0355, -0.0478, -0.0281], [-0.0267, 0.0007, 0.0209], [0.0417, -0.0371, 0.0165], [-0.0702, 0.1330, -0.0399], [-0.1511, 0.0117, 0.0051], [-0.0080, -0.0764, 0.0049], [0.0275, 0.0265, -0.0360], [-0.0201, 0.1723, 0.1097], [-0.0092, -0.0867, -0.0352], [0.0243, 0.0223, -0.0447], [0.1044, 0.0156, 0.0683], [0.0265, -0.0865, -0.0812], [-0.0242, 0.1482, 0.1167], [-0.0948, 0.1713, -0.0963], [0.1259, -0.1042, -0.3320], [-0.0963, -0.2513, 0.1172], [-0.0018, 0.0180, 0.0047], [0.0091, 0.0134, -0.0188], [0.0075, -0.0197, -0.0051], [-0.0140, -0.0119, 0.0206], [0.0086, -0.0095, -0.0260], [0.0763, -0.0678, 0.0136], [-0.0180, -0.0990, -0.0488], [0.0042, -0.0198, 0.0213], [0.0154, 0.0053, -0.0212], [0.0061, -0.0216, -0.0008], [-0.0030, 0.0196, 0.0035], [-0.0262, 0.0042, 0.0176], [0.0409, 0.0231, 0.0065], [-0.0552, -0.1552, 0.0517], [0.0907, -0.0840, -0.0615], [-0.0330, 0.0248, 0.0290], [0.0484, 0.0552, -0.0426], [-0.0259, -0.0250, 0.0520], [-0.0166, 0.0259, 0.0374], [-0.0016, -0.0429, 0.0099], [-0.0506, 0.0806, -0.0136], [0.0472, -0.0312, -0.0445], [-0.0260, -0.0946, 0.0133], [0.0009, 0.0126, -0.0705], [-0.0066, -0.0067, -0.0042], [0.0142, -0.0117, 0.0083], [0.0018, -0.0101, 0.0083], [-0.0042, 0.0038, -0.0081], [0.0164, -0.0114, 0.0023], [-0.0025, 0.0044, -0.0062], [0.0066, 0.0110, 0.0154], [-0.0116, 0.0031, -0.0112], [-0.0011, 0.0028, -0.0038], [-0.0156, -0.0055, -0.0209], [0.0218, 0.0185, -0.0121], [-0.0118, -0.0123, -0.0176], [0.0004, 0.0081, -0.0018], [-0.0024, -0.0064, 0.0008], [-0.0096, -0.0278, 0.0280], [0.0035, 0.0031, 0.0024], [-0.0086, 0.0014, 0.0109], [0.0026, 0.0071, 0.0028]],
  "lowdin_charge": [1.569, -0.047, -0.172, -0.029, -0.165, -0.158, 0.008, -0.046, -0.061, -0.027, -0.242, -0.083, -0.238, -0.050, -0.066, -0.048, -0.162, 0.010, -0.043, -0.156, -0.033, -0.169, 0.113, 0.109, 0.126, 0.114, 0.113, 0.102, 0.092, 0.115, 0.115, 0.126, 0.112, 0.110, -0.053, -0.291, -0.261, -0.024, -0.185, -0.012, -0.159, -0.019, -0.164, -0.008, -0.199, -0.022, 0.110, 0.066, 0.066, 0.099, 0.072, 0.070, 0.067, 0.097, 0.076, 0.107, 0.062, 0.073, 0.090, 0.075, 0.082, 0.077, 0.102, 0.067],
  "total_charge": 1,
  "homo_energy_ev": -9.3,
  "homo_lumo_gap_ha": 0.2257,
  "lumo_ev": -3.187,
  "e_above_lowest_ev": 0.039
}

=====

Entry 3:
{
  "formula": "C30H30N6",
  "method": "ωB97M-V/def2-TZVPD",
  "symbols": ["N", "C", "C", "C", "C", "C", "H", "H", "H", "H", "H", "N", "C", "C", "C", "C", "C", "H", "H", "H", "H", "H", "N", "C", "C", "C", "C", "C", "H", "H", "H", "H", "H", "N", "C", "C", "C", "C", "C", "H", "H", "H", "H", "H", "N", "C", "C", "C", "C", "C", "H", "H", "H", "H", "H", "N", "C", "C", "C", "C", "C", "H", "H", "H", "H", "H"],
  "positions_angstrom": [[14.98006, 8.63001, 19.12850], [14.48496, 9.79025, 18.72608], [15.24751, 10.92602, 18.56736], [16.60910, 10.84943, 18.84814], [17.17170, 9.66243, 19.27748], [16.30391, 8.58536, 19.41831], [13.42332, 9.73854, 18.53465], [14.91622, 11.83306, 18.08371], [17.17881, 11.75328, 18.69043], [18.22407, 9.53467, 19.48381], [16.67564, 7.61990, 19.72832], [13.47522, 12.50142, 17.68034], [12.92693, 11.33252, 17.31834], [13.38027, 10.54463, 16.24090], [14.42229, 11.07837, 15.48039], [15.07719, 12.22621, 15.91632], [14.57194, 12.90046, 17.05287], [12.20195, 10.86706, 17.96962], [12.93908, 9.60503, 15.94274], [14.64656, 10.41048, 14.66183], [16.01914, 12.50872, 15.46987], [15.02051, 13.80875, 17.42731], [11.66109, 13.23712, 19.94265], [12.30671, 13.74706, 21.02791], [13.57627, 13.19919, 21.41568], [14.11399, 12.06267, 20.76319], [13.41034, 11.55958, 19.67491], [12.25560, 12.25212, 19.27782], [11.84685, 14.54855, 21.58697], [14.07741, 13.52648, 22.31465], [15.05566, 11.65388, 21.09865], [13.62891, 10.67171, 19.10016], [11.74213, 11.82176, 18.43074], [16.01367, 13.28396, 21.01359], [16.83548, 13.56243, 20.03186], [18.02867, 12.92860, 19.70704], [18.48164, 11.90504, 20.59237], [17.59461, 11.49019, 21.59987], [16.43049, 12.25779, 21.79836], [16.45881, 14.31903, 19.35949], [18.50447, 13.25507, 18.79411], [19.36498, 11.33664, 20.34131], [17.72825, 10.70850, 22.33303], [15.74498, 11.90082, 22.55271], [16.31851, 9.56466, 22.60184], [15.57227, 9.69117, 21.43219], [14.23458, 10.16817, 21.46430], [13.75400, 10.77677, 22.63921], [14.50494, 10.68800, 23.79315], [15.75770, 10.12634, 23.77007], [15.99542, 9.30198, 20.51793], [13.59916, 10.15700, 20.59108], [12.78449, 11.24163, 22.74092], [14.18877, 11.08218, 24.74765], [16.39540, 10.16738, 24.64073], [11.31957, 16.12660, 18.79073], [10.58785, 17.26549, 18.98698], [9.71406, 17.42117, 20.09607], [9.62229, 16.35763, 21.04196], [10.30849, 15.16165, 20.79085], [11.16799, 15.06871, 19.67444], [10.69542, 18.11018, 18.32266], [9.10850, 18.28742, 20.31811], [9.08580, 16.45250, 21.97447], [10.02404, 14.35156, 21.44602], [11.70953, 14.21939, 19.28482]],
  "forces_ev_per_angstrom": [[0.2399, -0.3882, -1.3206], [4.1841, -6.0534, -1.5026], [4.7430, -1.0658, -0.6440], [-1.1840, -0.5208, -1.4871], [0.4081, -1.0659, -1.8347], [1.0970, -1.4941, -3.7666], [0.3860, -1.9705, -1.1255], [1.4604, -2.0357, 2.1175], [-0.4305, -1.1086, -0.5314], [-0.0261, 0.0247, 0.0780], [0.0144, -0.0489, 0.2078], [-1.6789, 1.1766, -4.5896], [1.7208, -1.6432, -4.3117], [0.0873, 2.3354, 0.1690], [-0.5758, -0.8276, 0.5847], [-0.1136, -0.1888, 0.2792], [-0.7761, 1.0042, -3.0124], [0.4144, -0.8303, -1.6499], [-0.1732, -0.0314, 0.2974], [0.9122, 0.6350, -0.4332], [-0.0882, 0.3212, -0.1346], [0.1205, 0.1167, -0.0317], [1.3745, -10.8550, 3.5924], [5.2995, -3.7119, 2.7711], [-3.2296, 1.0747, -0.5145], [-2.3083, 2.2286, -3.5918], [-2.7775, 4.9144, 3.5541], [-2.5737, 0.6685, 4.8750], [1.1552, -0.7240, 0.1477], [-0.2202, 0.3502, 0.0121], [-1.7129, 0.8331, -1.6629], [-2.7397, 3.9301, 2.9873], [-1.9735, 2.2826, 2.3903], [3.2987, 0.0067, 1.1819], [-0.0552, 0.9601, -0.7955], [0.9192, -0.1196, 2.5473], [-0.7648, 1.0253, -0.8073], [0.5582, 2.7961, 0.0468], [1.7895, 0.4991, -0.4602], [0.0763, 0.3840, -0.1880], [0.4846, -0.1735, 0.1102], [0.2207, 0.0809, 0.2161], [0.8091, 0.0961, -0.5888], [0.3003, 0.7804, 0.2528], [-2.8967, 0.9728, 1.0722], [-1.7863, -0.7813, 5.4734], [0.7130, -3.1661, 2.5273], [-0.8146, -2.3819, 1.5210], [0.0036, 0.1894, 0.1416], [1.6444, -2.0382, -2.7696], [-0.8520, 1.5094, 3.8615], [0.4263, -1.5902, 1.7165], [-0.1235, -0.1736, -0.4456], [-0.3637, 0.2245, -0.0729], [0.0771, -0.3902, 0.0693], [-1.3611, 0.8337, 1.5036], [-0.7487, -0.8525, 1.8067], [0.8082, -1.3542, 0.4120], [1.1724, -0.0042, -1.7018], [-2.1066, 1.6466, -0.8746], [-2.3499, 9.6611, -4.4333], [0.1666, -0.1495, -0.4245], [0.2373, 0.3645, -0.4284], [-0.3711, 0.0857, -0.1328], [0.4083, -0.2572, -0.1614], [-0.5555, 3.9835, -2.0946]],
  "nbo_charge": [-0.411, -0.024, -0.229, -0.197, -0.251, -0.063, 0.214, 0.247, 0.229, 0.229, 0.224, -0.435, 0.006, -0.207, -0.170, -0.221, -0.006, 0.200, 0.233, 0.229, 0.232, 0.226, -0.546, -0.011, -0.236, -0.243, -0.220, 0.092, 0.236, 0.218, 0.341, 0.192, 0.164, -0.423, 0.019, -0.295, -0.167, -0.260, 0.036, 0.183, 0.231, 0.215, 0.276, 0.210, -0.451, 0.011, -0.213, -0.191, -0.273, -0.038, 0.199, 0.239, 0.239, 0.225, 0.201, -0.444, 0.017, -0.281, -0.178, -0.313, 0.067, 0.185, 0.212, 0.209, 0.225, 0.285],
  "homo_energy_ev": -6.2,
  "homo_lumo_gap_ha": 0.2239,
  "lumo_ev": -0.133,
  "e_above_lowest_ev": 26.599
}

=====

Record-wise molecular weight values, in u: 547.5, 520.2, 474.6